Entry 1:
{
  "formula": "C20H33ClN2O4",
  "method": "ωB97M-V/def2-TZVPD",
  "elements": ["C", "N", "C", "C", "O", "C", "N", "C", "O", "C", "C", "C", "C", "O", "C", "C", "C", "C", "C", "O", "C", "Cl", "C", "C", "C", "C", "C", "H", "H", "H", "H", "H", "H", "H", "H", "H", "H", "H", "H", "H", "H", "H", "H", "H", "H", "H", "H", "H", "H", "H", "H", "H", "H", "H", "H", "H", "H", "H", "H", "H"],
  "xyz": [[-0.8397, 1.3548, -4.6773], [-0.4862, 1.3018, -3.2568], [-1.2276, 0.3227, -2.4800], [-0.8764, -1.1377, -2.7451], [-1.3750, -1.4975, -4.0059], [0.5934, -1.5002, -2.4086], [0.1047, -1.9854, -1.1229], [0.7994, -2.6325, -0.1496], [2.0083, -2.7522, -0.2046], [-0.0251, -3.0563, 1.0462], [-0.2703, -1.8380, 1.9265], [0.9411, -1.1457, 2.5856], [0.0712, -0.8847, 3.8221], [-0.4570, 0.4306, 3.7325], [-0.9048, -2.0009, 3.3381], [-2.3913, -1.7189, 3.4381], [-0.5542, -3.3252, 4.0028], [-1.2968, -2.0133, -1.5318], [0.8017, 1.7174, -2.9884], [1.5427, 1.9959, -3.9096], [1.2684, 2.1287, -1.5610], [2.9381, 1.4451, -1.3882], [0.4711, 1.7295, -0.3170], [1.0052, 2.3710, 0.9645], [1.0425, 3.8894, 0.8510], [1.8850, 4.3038, -0.3500], [1.3738, 3.6642, -1.6352], [-0.5976, 2.3385, -5.0713], [-0.3017, 0.6098, -5.2634], [-1.9077, 1.1679, -4.7676], [-1.0988, 0.4975, -1.4215], [-2.2889, 0.4509, -2.7063], [-1.0645, -2.3817, -4.2281], [0.9892, -2.3052, -3.0378], [1.3344, -0.7030, -2.3538], [-0.9773, -3.4900, 0.7265], [0.5444, -3.8164, 1.5786], [-0.8498, -1.0961, 1.3690], [1.7547, -1.8432, 2.7836], [1.3473, -0.2603, 2.1011], [0.5276, -1.0473, 4.8039], [-1.1021, 0.5503, 4.4367], [-2.7283, -1.7205, 4.4787], [-2.6407, -0.7539, 2.9953], [-2.9607, -2.4895, 2.9124], [-0.8555, -3.3079, 5.0526], [-1.0696, -4.1591, 3.5214], [0.5175, -3.5298, 3.9698], [-2.0094, -1.5777, -0.8277], [-1.6409, -3.0082, -1.8346], [-0.5592, 2.0724, -0.4575], [0.4667, 0.6430, -0.2026], [0.3817, 2.0492, 1.8014], [2.0125, 1.9955, 1.1623], [0.0221, 4.2718, 0.7307], [1.4382, 4.3284, 1.7687], [1.8834, 5.3889, -0.4722], [2.9235, 4.0045, -0.1883], [2.0037, 3.9209, -2.4849], [0.3636, 4.0343, -1.8504]],
  "homo_ev": -9.3,
  "e_lumo_ev": 0.4,
  "mol_weight_da": 400.95,
  "de_lowest_kcal_mol": 7.1
}

---

Entry 2:
{
  "formula": "C20H33F6N4O9PbS2",
  "method": "ωB97M-V/def2-TZVPD",
  "elements": ["Pb", "C", "O", "C", "C", "O", "C", "C", "O", "C", "H", "H", "H", "H", "H", "H", "H", "H", "H", "H", "H", "H", "H", "H", "O", "C", "C", "C", "C", "C", "C", "N", "H", "H", "H", "H", "H", "H", "H", "F", "C", "F", "F", "S", "O", "O", "N", "S", "O", "O", "C", "F", "F", "F", "C", "N", "C", "C", "C", "N", "C", "C", "O", "H", "H", "H", "H", "H", "H", "H", "H", "H", "H", "H", "H"],
  "xyz": [[-0.4111, -0.0055, -0.3423], [1.0335, 1.8770, 2.3707], [-0.3504, 1.6905, 2.0756], [-1.0230, 2.9473, 2.1291], [-2.5294, 2.8540, 2.0991], [-3.0527, 2.1972, 0.9326], [-4.3978, 2.1287, 0.8715], [-5.0069, 0.8491, 1.7235], [-4.6327, -0.2863, 1.1065], [-5.6491, -0.9955, 0.3680], [1.4657, 2.6518, 1.7342], [1.1664, 2.1495, 3.4200], [1.5359, 0.9299, 2.1733], [-0.7988, 3.4292, 3.0884], [-0.6504, 3.5936, 1.3296], [-2.9143, 2.3237, 2.9780], [-2.9339, 3.8692, 2.1104], [-4.8916, 2.9881, 1.3420], [-4.7092, 1.9907, -0.1601], [-4.5421, 0.9286, 2.7119], [-6.0877, 1.0092, 1.7485], [-6.4489, -1.2814, 1.0497], [-6.0435, -0.3433, -0.4163], [-5.1690, -1.8658, -0.0658], [-1.6507, -1.5737, -2.0038], [-0.7667, -2.3818, -2.7840], [0.5287, -1.6693, -3.0977], [1.1882, -1.9008, -4.2913], [2.4011, -1.2703, -4.5299], [2.9229, -0.4305, -3.5593], [2.2006, -0.2399, -2.3984], [1.0265, -0.8412, -2.1643], [-1.9765, -0.8533, -2.5662], [-1.2549, -2.7048, -3.7038], [-0.5659, -3.2721, -2.1858], [0.7543, -2.5647, -5.0263], [2.9238, -1.4261, -5.4651], [3.8542, 0.0955, -3.7078], [2.5605, 0.4309, -1.6293], [-2.8091, 1.8631, -4.9597], [-1.7306, 2.4996, -4.5331], [-1.7377, 3.7495, -4.9327], [-0.6468, 1.8768, -4.9640], [-1.7599, 2.4444, -2.6771], [-1.3395, 1.0477, -2.3928], [-3.0814, 2.8083, -2.2851], [-0.6879, 3.4484, -2.1475], [0.7868, 2.9391, -1.8915], [1.5202, 2.4988, -3.0307], [0.8430, 2.0331, -0.7160], [1.5486, 4.5001, -1.2559], [0.9154, 4.8827, -0.1534], [2.8085, 4.2163, -0.9599], [1.4808, 5.4378, -2.1682], [3.7249, -2.5786, 0.0416], [3.3044, -2.7898, 1.4059], [4.2249, -3.5097, 2.2748], [3.9412, -3.2071, 3.7264], [2.4784, -3.4714, 3.9849], [1.6369, -2.7423, 3.0240], [0.2697, -2.4843, 3.4545], [2.0121, -2.3602, 1.7886], [1.3194, -1.7170, 1.0088], [4.5785, -1.8926, 0.0483], [2.9103, -2.1737, -0.5470], [4.0727, -3.5342, -0.3600], [5.2378, -3.2432, 1.9692], [4.0965, -4.5807, 2.0550], [4.1956, -2.1711, 3.9583], [4.5528, -3.8481, 4.3598], [2.1756, -3.1551, 4.9825], [2.2406, -4.5377, 3.8975], [0.2854, -1.7534, 4.2657], [-0.1535, -3.4135, 3.8378], [-0.3196, -2.1095, 2.6256]],
  "homo_ev": [-17.2, -17.2],
  "e_lumo_ev": [-11.9, -12.1],
  "mol_weight_da": 858.83,
  "charge": 3,
  "de_lowest_kcal_mol": 13.2
}

---

Please write out number 1 again, unchanged.
{
  "formula": "C20H33ClN2O4",
  "method": "ωB97M-V/def2-TZVPD",
  "elements": ["C", "N", "C", "C", "O", "C", "N", "C", "O", "C", "C", "C", "C", "O", "C", "C", "C", "C", "C", "O", "C", "Cl", "C", "C", "C", "C", "C", "H", "H", "H", "H", "H", "H", "H", "H", "H", "H", "H", "H", "H", "H", "H", "H", "H", "H", "H", "H", "H", "H", "H", "H", "H", "H", "H", "H", "H", "H", "H", "H", "H"],
  "xyz": [[-0.8397, 1.3548, -4.6773], [-0.4862, 1.3018, -3.2568], [-1.2276, 0.3227, -2.4800], [-0.8764, -1.1377, -2.7451], [-1.3750, -1.4975, -4.0059], [0.5934, -1.5002, -2.4086], [0.1047, -1.9854, -1.1229], [0.7994, -2.6325, -0.1496], [2.0083, -2.7522, -0.2046], [-0.0251, -3.0563, 1.0462], [-0.2703, -1.8380, 1.9265], [0.9411, -1.1457, 2.5856], [0.0712, -0.8847, 3.8221], [-0.4570, 0.4306, 3.7325], [-0.9048, -2.0009, 3.3381], [-2.3913, -1.7189, 3.4381], [-0.5542, -3.3252, 4.0028], [-1.2968, -2.0133, -1.5318], [0.8017, 1.7174, -2.9884], [1.5427, 1.9959, -3.9096], [1.2684, 2.1287, -1.5610], [2.9381, 1.4451, -1.3882], [0.4711, 1.7295, -0.3170], [1.0052, 2.3710, 0.9645], [1.0425, 3.8894, 0.8510], [1.8850, 4.3038, -0.3500], [1.3738, 3.6642, -1.6352], [-0.5976, 2.3385, -5.0713], [-0.3017, 0.6098, -5.2634], [-1.9077, 1.1679, -4.7676], [-1.0988, 0.4975, -1.4215], [-2.2889, 0.4509, -2.7063], [-1.0645, -2.3817, -4.2281], [0.9892, -2.3052, -3.0378], [1.3344, -0.7030, -2.3538], [-0.9773, -3.4900, 0.7265], [0.5444, -3.8164, 1.5786], [-0.8498, -1.0961, 1.3690], [1.7547, -1.8432, 2.7836], [1.3473, -0.2603, 2.1011], [0.5276, -1.0473, 4.8039], [-1.1021, 0.5503, 4.4367], [-2.7283, -1.7205, 4.4787], [-2.6407, -0.7539, 2.9953], [-2.9607, -2.4895, 2.9124], [-0.8555, -3.3079, 5.0526], [-1.0696, -4.1591, 3.5214], [0.5175, -3.5298, 3.9698], [-2.0094, -1.5777, -0.8277], [-1.6409, -3.0082, -1.8346], [-0.5592, 2.0724, -0.4575], [0.4667, 0.6430, -0.2026], [0.3817, 2.0492, 1.8014], [2.0125, 1.9955, 1.1623], [0.0221, 4.2718, 0.7307], [1.4382, 4.3284, 1.7687], [1.8834, 5.3889, -0.4722], [2.9235, 4.0045, -0.1883], [2.0037, 3.9209, -2.4849], [0.3636, 4.0343, -1.8504]],
  "homo_ev": -9.3,
  "e_lumo_ev": 0.4,
  "mol_weight_da": 400.95,
  "de_lowest_kcal_mol": 7.1
}